15
Properties=species:S:1:pos:R:3:forces:R:3:mulliken_charge:R:1 method="wB97M-V/def2-TZVPD" total_charge=0 homo_lumo_gap_ha=0.2984 energy_ev=-9195.3620 e_above_lowest_kcal_mol=144.6
H -1.661 0.033 1.921 0.22 1.31 -0.36 0.25
N -0.748 -0.371 1.658 -1.71 -1.36 -1.13 -0.47
N -0.700 -0.738 0.489 0.04 -0.30 -1.54 0.20
N -1.485 0.052 -0.639 -0.55 1.49 2.71 -0.27
C -2.179 -0.439 -1.561 -0.21 -1.56 1.23 -0.24
H -2.268 -1.509 -1.747 0.05 -0.23 -0.03 0.27
H -2.927 0.190 -2.037 0.69 0.39 -0.55 0.26
C 1.315 -0.921 -0.024 2.40 2.22 -1.50 -0.25
N 1.530 0.274 -0.548 -0.53 -2.90 0.80 -0.47
C 1.559 1.379 0.358 0.05 0.21 0.49 -0.66
H 1.421 -1.229 1.020 -0.07 0.49 0.09 0.31
H 1.411 -1.754 -0.713 -0.46 -0.06 -0.16 0.30
H 0.809 1.281 1.167 0.10 0.20 -0.18 0.24
H 1.390 2.299 -0.200 -0.04 0.05 0.15 0.24
H 2.532 1.453 0.856 0.01 0.05 -0.02 0.30

***

15
Properties=species:S:1:pos:R:3:forces:R:3:mulliken_charge:R:1 method="wB97M-V/def2-TZVPD" total_charge=0 homo_lumo_gap_ha=0.3361 energy_ev=-9194.7752 e_above_lowest_kcal_mol=158.2
C 0.293 0.905 1.773 2.02 1.97 4.51 -0.78
C 1.029 -0.667 0.127 1.27 -1.12 -0.58 0.05
C -0.639 1.015 -0.484 2.11 0.80 2.53 -0.19
H 0.446 -0.142 2.564 -0.66 3.80 -1.65 0.23
H 1.553 1.604 1.765 -3.88 -1.65 0.73 0.22
H -0.728 1.735 1.985 3.53 -2.88 -0.29 0.29
H 1.610 -0.945 1.099 -0.75 -0.33 -1.88 0.18
H 1.758 -2.155 -0.986 -1.08 3.06 -0.25 0.23
H -0.661 2.106 -0.520 0.51 -0.15 0.54 0.42
H -2.014 -0.644 -2.578 -0.06 -1.35 -0.95 0.25
H -1.018 -1.714 -1.186 -2.52 3.77 -2.47 0.30
N 0.180 0.355 0.545 -0.84 -1.71 -5.63 0.12
N 1.223 -1.180 -1.126 -0.16 -0.88 4.62 -0.65
N -1.300 0.475 -1.347 -2.41 -0.43 -2.50 -0.14
N -1.733 -0.745 -1.633 2.91 -2.90 3.27 -0.52

***

15
Properties=species:S:1:pos:R:3:forces:R:3:mulliken_charge:R:1 method="wB97M-V/def2-TZVPD" total_charge=0 homo_lumo_gap_ha=0.3459 energy_ev=-9194.5963 e_above_lowest_kcal_mol=162.3 smiles="[H]/N=C1/NNC[C@@H]1N"
H 0.355 3.068 -0.385 1.09 -4.67 0.35 0.25
N 0.939 2.020 -0.312 -2.75 1.61 1.03 -0.68
C 0.564 0.851 0.173 4.72 4.98 -1.14 0.20
N 1.745 0.051 0.437 0.31 -2.23 -5.25 -0.39
N 1.291 -1.322 -0.210 1.00 -2.25 3.16 -0.45
C -0.095 -1.211 -0.405 -3.17 -0.45 -1.45 -0.74
C -0.544 0.019 0.441 2.23 -5.49 3.73 0.32
N -1.700 0.293 -0.083 -9.89 7.40 -1.02 -0.57
H 2.323 0.204 -0.508 -0.80 0.64 3.33 0.37
H 1.154 -2.042 0.550 2.03 1.03 -0.37 0.37
H -0.362 -0.967 -1.516 0.26 -0.39 1.96 0.32
H -0.793 -2.140 -0.054 1.94 1.88 -1.01 0.26
H -0.491 -0.269 1.595 0.05 0.50 -1.89 0.19
H -1.604 1.509 -0.079 -1.87 -4.16 -0.22 0.26
H -2.784 -0.063 0.356 4.85 1.60 -1.20 0.29

***

15
Properties=species:S:1:pos:R:3:forces:R:3:mulliken_charge:R:1 method="wB97M-V/def2-TZVPD" total_charge=0 homo_lumo_gap_ha=0.3345 energy_ev=-9200.5209 e_above_lowest_kcal_mol=25.7 smiles="[H]/N=C(/N)C=C(N)N"
H -0.075 1.531 -1.544 1.03 0.18 1.35 0.26
N 0.621 1.814 -0.798 -1.15 0.05 -1.38 -0.79
C 0.416 1.230 0.320 0.88 -1.29 0.37 0.41
N 1.203 1.632 1.390 -0.30 -1.13 2.68 -0.46
C -0.463 0.039 0.605 0.41 -0.38 -1.64 -0.72
C -0.562 -1.086 -0.224 1.55 2.95 2.06 0.60
N -1.600 -1.997 -0.096 1.18 -2.52 -0.02 -0.56
N 0.399 -1.385 -1.240 -1.46 0.65 1.09 -0.59
H 1.208 1.221 2.385 -0.46 0.57 -2.79 0.20
H 1.800 2.425 1.321 0.08 0.45 -0.53 0.23
H -1.015 0.242 1.508 -0.62 -0.77 0.08 0.25
H -2.099 -1.850 0.746 -0.83 0.74 0.72 0.27
H -1.256 -2.989 0.049 -0.22 1.43 -0.86 0.27
H -0.239 -1.566 -1.983 0.15 -0.58 -1.48 0.26
H 0.964 -0.564 -1.482 -0.26 -0.35 0.35 0.37

***

15
Properties=species:S:1:pos:R:3:forces:R:3:mulliken_charge:R:1 method="wB97M-V/def2-TZVPD" total_charge=0 homo_lumo_gap_ha=0.3562 energy_ev=-9195.0952 e_above_lowest_kcal_mol=150.8 smiles=CN1N2N(N)[C@]12C
C 1.868 -0.752 -0.154 0.55 0.19 0.07 -0.71
N 0.444 -1.009 -0.270 1.61 1.77 0.38 -0.10
N -0.421 -0.092 -1.184 -1.63 -3.03 -3.55 -0.73
N -0.752 1.018 -0.471 1.38 1.53 1.76 0.17
N 0.173 2.092 -0.424 0.88 0.75 0.09 -0.61
C -0.571 -0.221 0.247 -2.35 -1.05 0.70 0.97
C -1.729 -0.846 0.948 -0.30 -0.08 0.41 -1.30
H 2.220 -1.199 0.781 -0.11 0.03 -0.02 0.30
H 2.382 -1.280 -0.961 -0.18 0.05 0.02 0.26
H 2.177 0.293 -0.171 -0.21 0.08 0.05 0.31
H 0.678 2.102 -1.312 -0.10 -0.09 0.20 0.25
H -0.404 2.934 -0.428 0.15 -0.24 0.02 0.27
H -2.107 -1.698 0.379 0.18 0.06 -0.01 0.34
H -2.542 -0.131 1.089 0.16 -0.02 -0.06 0.31
H -1.416 -1.208 1.931 -0.03 0.04 -0.07 0.29

***

15
Properties=species:S:1:pos:R:3:forces:R:3:mulliken_charge:R:1 method="wB97M-V/def2-TZVPD" total_charge=+2 homo_lumo_gap_ha=0.3400 energy_ev=-9178.5870 e_above_lowest_kcal_mol=83.2
C -3.943 0.400 0.027 2.77 -0.79 0.24 -0.13
C 1.138 0.242 -0.302 1.34 -1.70 -3.19 0.64
C 2.244 -0.585 0.281 1.52 0.11 -1.02 -1.11
N 0.059 0.010 0.364 -3.58 -1.41 2.19 0.26
N -2.844 0.090 0.182 -2.09 0.52 -0.25 -0.31
N 1.323 0.879 -1.460 -0.21 2.23 1.46 -0.36
N -0.834 -0.652 0.925 1.60 2.36 -1.00 -0.11
H -4.916 0.678 -0.181 -1.74 0.50 -0.25 0.47
H 1.872 -1.531 0.647 -0.07 -0.14 0.24 0.39
H 3.092 -0.809 -0.477 -1.44 0.77 1.21 0.36
H 2.521 0.067 1.089 1.08 -0.16 0.80 0.39
H 2.286 1.296 -1.571 -0.96 -1.11 -0.11 0.36
H 0.627 1.583 -1.799 0.32 -1.04 0.24 0.33
H -1.293 -1.550 0.573 0.84 0.95 0.05 0.39
H -1.331 -0.119 1.704 0.61 -1.07 -0.59 0.43

***

16
Properties=species:S:1:pos:R:3:forces:R:3:mulliken_charge:R:1 method="wB97M-V/def2-TZVPD" total_charge=0 homo_lumo_gap_ha=0.3421 energy_ev=-11237.5762 e_above_lowest_kcal_mol=277.8
C -1.325 -2.013 0.133 0.24 -1.26 -1.58 -0.48
C -0.627 1.296 -0.178 1.75 6.19 3.84 0.30
C 2.659 -0.422 -0.021 -1.61 1.98 -1.95 -0.34
H -1.886 -1.818 1.325 2.28 -0.68 -3.87 0.25
H 0.051 -2.305 -0.044 -4.66 0.03 1.36 0.22
H -2.253 -2.894 -0.622 3.21 2.67 2.41 0.20
H -2.375 0.509 0.170 -0.03 0.61 0.52 0.27
H -0.649 3.487 -0.096 -1.93 -4.16 -0.25 0.22
H 1.707 2.136 0.255 -3.20 -4.34 -1.25 0.31
H 3.182 -1.423 -0.156 -0.84 1.54 0.46 0.27
H 3.182 0.657 -0.226 -0.44 -2.97 0.94 0.16
N -1.403 0.236 0.302 0.27 1.72 -0.89 -0.19
N -1.307 2.476 -0.109 4.48 -0.17 -0.87 -0.65
N 0.941 1.144 -0.017 -1.69 -0.05 -0.35 -0.34
N 1.344 -0.332 -0.081 3.28 3.58 1.04 0.00
O -1.241 -0.735 -0.634 -1.10 -4.71 0.42 -0.21

***

16
Properties=species:S:1:pos:R:3:forces:R:3:mulliken_charge:R:1 method="wB97M-V/def2-TZVPD" total_charge=0 homo_lumo_gap_ha=0.3521 energy_ev=-11242.9030 e_above_lowest_kcal_mol=155.0
H -2.158 -1.218 1.140 2.12 -0.21 1.11 0.27
N -1.059 -1.372 1.111 -5.82 1.78 -3.65 -0.51
C -0.856 -0.927 -0.137 0.59 0.89 5.41 0.08
N -1.652 -0.034 -0.989 3.36 1.81 0.35 -0.30
O -2.412 0.932 -0.236 -0.67 -1.13 -0.05 -0.36
N 0.434 -1.407 -0.388 0.05 0.34 -2.65 -0.22
C 1.720 -0.805 -0.448 -0.68 0.05 -1.21 0.19
N 2.063 0.438 -0.277 1.09 -3.56 0.58 -0.52
C 1.231 1.254 0.485 2.29 7.15 -2.17 -0.90
H -0.919 0.670 -1.394 -1.30 -2.30 0.07 0.37
H -1.801 1.395 0.345 0.30 -0.01 0.27 0.34
H 0.118 -2.389 -0.386 2.64 0.16 -0.03 0.28
H 2.386 -1.613 -0.838 0.07 1.25 0.30 0.32
H 0.796 2.032 -0.190 -0.48 -0.61 -0.20 0.26
H 1.594 2.176 1.198 0.73 -2.75 -1.22 0.29
H 0.515 0.865 1.004 -4.29 -2.86 3.08 0.40

***

16
Properties=species:S:1:pos:R:3:forces:R:3:mulliken_charge:R:1 method="wB97M-V/def2-TZVPD" total_charge=0 homo_lumo_gap_ha="0.2915 / 0.2690" energy_ev=-11242.6544 e_above_lowest_kcal_mol=160.7
C 0.059 2.294 0.314 -0.67 -0.44 0.41 -0.84
N -0.490 1.039 -0.169 -0.72 0.60 0.01 -0.14
C -0.902 0.001 0.762 0.77 1.69 -1.89 0.15
N -1.891 -0.232 1.373 0.24 -0.46 0.32 -0.55
H -0.917 1.009 -1.093 -0.18 0.07 0.82 0.32
H -0.663 2.784 0.969 0.13 0.39 0.00 0.31
H 0.963 2.097 0.894 0.11 0.01 -0.05 0.25
H 0.311 2.943 -0.525 -0.08 -0.14 0.04 0.32
N -0.016 -2.434 0.214 -0.27 -0.67 -0.45 -0.50
C 0.533 -1.164 0.373 0.82 0.47 -0.84 0.17
O 0.457 -0.836 -1.914 0.28 -0.20 0.69 -0.41
N 1.076 -0.458 -0.730 -0.16 -1.56 0.62 -0.30
H 1.022 -0.445 -2.593 -0.09 0.07 0.14 0.38
H -1.003 -2.433 -0.006 0.14 -0.12 0.08 0.26
H 0.196 -3.084 0.954 -0.07 0.16 0.06 0.24
H 1.264 -1.084 1.176 -0.24 0.13 0.04 0.36

***

16
Properties=species:S:1:pos:R:3:forces:R:3:mulliken_charge:R:1 method="wB97M-V/def2-TZVPD" total_charge=0 homo_lumo_gap_ha=0.3102 energy_ev=-11240.1799 e_above_lowest_kcal_mol=217.8
C -0.782 0.216 0.254 -0.79 -2.90 -1.91 -0.45
C 0.636 -0.003 -0.066 -0.95 -0.60 1.83 0.78
C 1.327 -1.375 0.131 -2.99 -0.64 -4.65 -0.44
H -3.181 0.382 -0.215 1.56 -4.91 0.29 0.31
H -3.291 -1.594 -0.504 0.39 0.29 -0.13 0.22
H -0.984 1.581 0.456 -1.66 -5.50 -1.01 0.17
H 0.681 -1.940 -0.728 1.46 0.46 2.35 0.21
H 1.006 -1.692 1.098 0.25 -0.66 0.79 0.30
H 3.015 -0.513 0.105 -0.62 -4.29 -1.79 0.37
H 1.288 2.838 -0.133 -0.51 1.10 0.04 0.32
H 0.005 2.140 0.792 2.31 1.65 -2.62 0.27
N -2.680 -0.846 -0.187 -7.87 4.67 -0.45 -0.57
N -1.466 -0.929 -0.201 5.78 4.62 2.64 0.07
N 1.268 1.045 -0.289 2.20 0.88 -0.94 -0.45
N 0.483 2.235 -0.267 0.82 0.13 2.96 -0.59
O 2.676 -1.546 -0.248 0.62 5.68 2.60 -0.52

***

16
Properties=species:S:1:pos:R:3:forces:R:3:mulliken_charge:R:1 method="wB97M-V/def2-TZVPD" total_charge=0 homo_lumo_gap_ha="0.2716 / 0.2716" energy_ev=-11246.2527 e_above_lowest_kcal_mol=77.7
C 0.038 1.498 -0.197 -1.31 0.55 0.21 -0.11
C -1.239 -1.697 0.683 0.28 -0.06 0.10 -0.79
C 1.255 -0.381 -0.078 -1.08 -0.54 -0.39 0.53
N -0.778 2.342 0.504 0.70 -0.84 -0.76 -0.37
N 1.818 -0.461 -1.309 0.02 0.08 -0.11 -0.40
N -0.229 0.183 -0.175 2.88 0.82 0.27 0.65
N -1.210 -0.262 0.560 -0.73 0.18 0.50 -1.13
O 1.723 -0.775 0.946 -0.31 0.03 -0.01 -0.55
H 0.827 1.910 -0.804 0.13 -0.26 0.02 0.35
H -0.833 3.306 0.218 -0.22 -0.18 0.27 0.23
H -1.517 1.846 0.988 -0.19 0.25 -0.03 0.28
H 1.286 -0.206 -2.122 -0.03 -0.20 0.05 0.23
H 2.629 -1.053 -1.414 -0.03 0.28 0.06 0.25
H -0.982 -2.221 -0.252 -0.13 0.00 0.05 0.26
H -2.247 -1.977 0.993 0.07 -0.07 -0.13 0.31
H -0.542 -2.051 1.460 -0.06 -0.05 -0.11 0.26

***

17
Properties=species:S:1:pos:R:3:forces:R:3:mulliken_charge:R:1 method="wB97M-V/def2-TZVPD" total_charge=0 homo_lumo_gap_ha=0.3576 energy_ev=-13294.5711 e_above_lowest_kcal_mol=47.2
H 0.500 2.172 -0.660 0.10 -0.14 0.06 0.20
N 0.612 1.442 -1.363 -0.37 0.47 -0.06 -0.62
C 1.398 0.513 -1.015 0.61 -0.56 0.87 0.09
N 2.199 0.442 0.095 0.46 1.23 -1.16 -0.30
C 2.320 0.220 1.312 -0.30 -1.15 -0.14 -0.18
H 1.609 -0.268 -1.744 -0.01 -0.18 0.20 0.33
H 3.267 0.438 1.793 0.12 0.21 0.12 0.27
H 1.593 -0.364 1.876 -0.34 0.24 0.16 0.19
N -1.571 -0.546 -1.723 0.34 0.11 0.13 -0.79
N -1.911 -0.175 -0.411 -0.03 0.21 0.67 0.06
C -1.291 -0.619 0.722 -1.03 -0.63 -0.80 0.64
O -0.347 -1.379 0.757 0.34 0.27 0.03 -0.62
O -1.991 -0.240 1.826 0.08 0.39 -0.11 -0.51
H -0.871 0.132 -2.054 -0.21 -0.43 0.17 0.35
H -1.157 -1.477 -1.694 -0.11 0.24 0.03 0.29
H -2.775 0.343 -0.327 0.22 -0.22 0.10 0.24
H -1.585 -0.633 2.611 0.13 -0.05 -0.28 0.35

***

16
Properties=species:S:1:pos:R:3:forces:R:3:mulliken_charge:R:1 method="wB97M-V/def2-TZVPD" total_charge=0 homo_lumo_gap_ha=0.3231 energy_ev=-20033.7739 e_above_lowest_kcal_mol=56.8
C -0.783 2.186 -0.733 -0.50 1.43 -1.13 -0.91
N -0.261 0.979 -0.209 0.08 -0.44 1.98 0.03
N -0.460 0.940 1.259 0.83 -1.04 -0.61 -0.62
C -0.613 -0.159 -0.885 -0.60 0.52 -1.18 -0.12
N -0.139 -1.323 -0.765 -0.43 -0.56 -0.30 -0.70
N 0.862 -1.437 0.119 2.06 1.44 2.10 0.19
C 1.325 -2.610 0.539 0.68 -0.94 -0.52 -0.16
S 2.652 -2.884 1.478 -0.61 0.40 -0.12 -0.34
H -1.885 2.271 -0.661 0.37 0.15 0.52 0.35
H -0.603 2.275 -1.815 0.29 -0.35 0.24 0.39
H -0.239 3.024 -0.287 -0.54 -0.11 0.11 0.28
H -1.165 0.219 1.518 0.34 0.64 -0.58 0.29
H 0.424 0.527 1.585 -0.60 0.55 0.42 0.26
H -1.300 0.018 -1.703 -0.26 -0.31 -0.13 0.43
H 1.388 -0.591 0.497 -0.94 -1.36 -1.00 0.31
H 0.797 -3.435 0.064 -0.18 -0.02 0.20 0.32

***

16
Properties=species:S:1:pos:R:3:forces:R:3:mulliken_charge:R:1 method="wB97M-V/def2-TZVPD" total_charge=+1 homo_lumo_gap_ha=0.3290 energy_ev=-10682.7377 e_above_lowest_kcal_mol=40.2 smiles="N[C@@H]1[NH+]=CN=CN1N"
N 1.337 -1.159 -0.526 1.72 -0.24 1.48 -0.48
C 0.446 -0.647 0.380 0.39 2.57 4.06 -0.09
N -0.920 -1.221 0.341 0.57 1.10 -0.14 -0.22
C -2.086 -0.588 -0.029 3.95 1.50 0.20 0.04
N -2.089 0.719 -0.295 -0.80 -1.49 0.68 -0.50
C -0.937 1.394 -0.138 1.04 0.45 -0.17 0.31
N 0.231 0.864 0.167 -0.16 0.45 -0.89 0.43
N 1.387 1.716 0.151 -1.45 -2.30 1.61 -0.79
H 2.094 -1.686 -0.048 -0.83 0.29 -1.11 0.28
H 0.852 -1.601 -1.246 -0.15 -1.08 -1.76 0.23
H 1.016 -0.670 1.507 -1.96 -0.10 -2.81 0.41
H -0.830 -2.208 0.494 -0.83 -0.44 0.05 0.23
H -2.873 -1.285 -0.114 -1.36 -0.01 -0.23 0.40
H -0.880 2.524 -0.305 -0.62 -1.72 0.12 0.25
H 1.069 2.626 -0.103 0.70 0.48 -0.57 0.22
H 2.183 1.223 -0.236 -0.21 0.56 -0.52 0.27

***

19
Properties=species:S:1:pos:R:3:forces:R:3:mulliken_charge:R:1 method="wB97M-V/def2-TZVPD" total_charge=+1 homo_lumo_gap_ha=0.3696 energy_ev=-18639.3043
Na -1.198 -0.652 -1.192 -0.13 -0.25 -0.03 1.10
C -1.594 -0.055 3.061 -0.63 0.52 0.42 -0.88
C -2.095 0.545 1.778 0.83 -1.74 -1.45 0.62
N -2.805 1.658 1.772 -0.52 0.81 0.29 -0.35
O -1.807 -0.043 0.696 -0.53 1.08 1.34 -0.78
H -1.840 0.593 3.921 0.13 -0.49 -0.25 0.33
H -0.519 -0.152 2.973 0.19 -0.02 0.03 0.27
H -2.015 -1.064 3.186 0.07 0.43 -0.03 0.27
H -3.125 2.121 2.620 0.29 -0.29 -0.43 0.22
H -3.089 2.040 0.876 0.00 -0.12 0.32 0.23
N 2.572 0.767 -3.329 -1.30 -0.38 -0.26 -0.53
N 2.182 -0.256 -2.469 0.42 -2.00 2.48 0.83
N 3.096 -1.188 -1.937 -1.42 2.15 -1.94 -0.65
C 2.314 -1.967 -1.229 -0.84 0.20 0.65 -0.09
N 1.014 -1.593 -1.198 0.77 1.49 -1.59 -0.31
N 0.938 -0.488 -1.985 2.35 -0.32 -0.48 -0.24
H 3.504 1.174 -3.239 -0.58 -0.53 0.57 0.28
H 1.795 1.368 -3.656 0.87 -0.77 0.64 0.27
H 2.675 -2.809 -0.646 0.03 0.23 -0.27 0.41

***

13
Properties=species:S:1:pos:R:3:forces:R:3:mulliken_charge:R:1 method="wB97M-V/def2-TZVPD" total_charge=-1 homo_lumo_gap_ha=0.2299 energy_ev=-6777.0012 e_above_lowest_kcal_mol=22.8
C 0.462 1.235 1.552 -0.12 -0.36 0.94 -0.58
O -0.741 0.588 1.952 -0.03 -0.14 -0.19 -0.57
H 0.395 2.197 2.042 0.24 0.54 -0.12 0.23
H 0.584 1.325 0.481 -0.23 0.03 -0.30 0.30
H 1.332 0.716 1.985 -0.01 0.00 -0.18 0.18
C 0.359 -1.437 -0.630 -0.30 -0.52 -0.20 -0.97
C -0.493 -0.760 -1.497 0.91 0.21 0.72 -0.01
N -0.644 0.568 -1.615 0.53 -0.67 -0.80 -0.71
H 1.251 -1.021 -0.170 -0.30 0.46 0.06 0.18
H 0.381 -2.525 -0.661 -0.21 0.03 -0.03 0.23
H -1.087 -1.419 -2.156 -0.03 -0.07 -0.01 0.29
H -0.886 0.661 -2.607 -0.62 0.56 0.36 0.13
H -0.913 -0.128 1.324 0.18 -0.07 -0.25 0.30